Entry 1:
Formula: C4H10N2OS
Source: the Open Molecules 2025 dataset
Level of theory: the ωB97M-V functional and the def2-TZVPD basis

As for the HOMO energy: -8.7 eV. The net charge is 0. Its SMILES is CNC(=O)[C@@H](N)CS. As for the total energy: -20172.8396 eV.

CARTESIAN COORDINATES (ANGSTROEM)
N (0.85581, 0.76229, 1.35753)
C (-0.02784, 0.65268, 0.14855)
C (-0.19607, 1.92487, -0.66681)
S (-1.36247, 1.51622, -2.01864)
C (0.48792, -0.54674, -0.65740)
N (0.24098, -1.78440, -0.21071)
C (-0.41298, -2.21429, 1.02237)
O (1.10240, -0.32157, -1.68723)
H (1.77024, 1.00574, 1.00235)
H (0.47834, 1.43991, 2.00520)
H (-0.97187, 0.41129, 0.65450)
H (-0.70461, 2.69967, -0.11162)
H (0.72460, 2.31344, -1.10368)
H (-0.76789, 1.58416, -3.19529)
H (0.56664, -2.57931, -0.74572)
H (0.34611, -2.13720, 1.79342)
H (-0.91800, -3.17812, 1.03929)
H (-1.21129, -1.54865, 1.37389)



Entry 2:
Formula: C38H85F36N6OP6
Source: the Open Molecules 2025 dataset
Level of theory: the ωB97M-V functional and the def2-TZVPD basis

As for the HOMO energy: -7.8 eV. The net charge is -1. As for the total energy: -205356.4321 eV.

CARTESIAN COORDINATES (ANGSTROEM)
C (3.77705, 8.20207, 9.90576)
C (4.75864, 8.55658, 8.75356)
C (5.15065, 7.32110, 7.94047)
N (5.70779, 7.60079, 6.48054)
C (6.05035, 6.26916, 5.74391)
C (6.62256, 6.42551, 4.33836)
C (7.96641, 7.28456, 4.34880)
C (7.69909, 8.58626, 5.09783)
C (7.09320, 8.29426, 6.47101)
C (4.64118, 8.44429, 5.78812)
H (3.82120, 7.28622, 10.49513)
H (2.72412, 8.26288, 9.63056)
H (3.88471, 9.05213, 10.57949)
H (5.72178, 8.74811, 9.22661)
H (4.59243, 9.46092, 8.16820)
H (4.37149, 6.62045, 7.64030)
H (5.88007, 6.69674, 8.45644)
H (6.69183, 5.60181, 6.31946)
H (5.10011, 5.73678, 5.78526)
H (6.95046, 5.43587, 4.02025)
H (5.84402, 6.66490, 3.61402)
H (8.82319, 6.70804, 4.69757)
H (8.12760, 7.44048, 3.28212)
H (8.60457, 9.18605, 5.00589)
H (7.01886, 9.17656, 4.48388)
H (7.79796, 7.69984, 7.05244)
H (6.97047, 9.26361, 6.95414)
H (3.70463, 7.88664, 5.79116)
H (4.95574, 8.49708, 4.74583)
H (4.58372, 9.46160, 6.17525)
C (-0.98508, 1.46059, 0.06788)
C (-1.73001, 0.14639, -0.22331)
C (-3.29788, 0.17124, 0.10284)
N (-4.14765, -1.01001, -0.36000)
C (-3.65357, -1.69854, -1.72204)
C (-4.51283, -2.94605, -2.06416)
C (-4.55206, -3.98279, -0.94070)
C (-5.01004, -3.33536, 0.32907)
C (-4.20763, -2.06666, 0.75134)
C (-5.65616, -0.51350, -0.55738)
H (-1.03350, 1.86726, 1.07801)
H (-1.50539, 2.28650, -0.41715)
H (0.06456, 1.29382, -0.17409)
H (-1.18576, -0.54001, 0.42533)
H (-1.61853, -0.12684, -1.27262)
H (-3.65247, 1.01328, -0.49156)
H (-3.56555, 0.49526, 1.10857)
H (-2.61373, -2.02378, -1.75475)
H (-3.74469, -0.92128, -2.48075)
H (-4.03176, -3.39703, -2.93209)
H (-5.54585, -2.74805, -2.35010)
H (-3.56264, -4.39564, -0.74396)
H (-5.11010, -4.89304, -1.16007)
H (-5.02137, -4.11087, 1.09495)
H (-6.04509, -3.02483, 0.18646)
H (-3.17388, -2.27729, 1.02539)
H (-4.50022, -1.54347, 1.66169)
H (-5.85286, 0.13204, -1.41335)
H (-6.01522, -0.00070, 0.33492)
H (-6.31751, -1.37029, -0.68634)
C (6.98651, -0.58237, -9.42384)
C (7.01151, 0.85793, -8.91000)
C (6.98993, 1.06804, -7.33429)
N (7.26766, 2.48049, -6.72668)
C (6.77131, 2.35589, -5.32303)
C (7.64807, 1.43976, -4.40304)
C (9.17884, 1.73987, -4.39033)
C (9.67491, 2.04866, -5.86223)
C (8.71741, 2.95773, -6.71798)
C (6.49631, 3.55079, -7.51141)
H (7.01561, -0.55673, -10.51315)
H (6.15721, -1.19876, -9.07682)
H (7.73774, -1.27826, -9.05036)
H (6.08588, 1.20257, -9.37102)
H (7.88110, 1.31059, -9.38646)
H (7.75281, 0.41207, -6.91497)
H (5.95732, 0.80858, -7.10086)
H (5.71536, 2.15686, -5.14011)
H (6.87731, 3.38012, -4.96552)
H (7.54417, 0.45773, -4.86447)
H (7.04566, 1.39123, -3.49593)
H (9.85206, 1.05305, -3.87735)
H (9.30458, 2.68394, -3.86023)
H (9.67826, 1.05590, -6.31224)
H (10.68803, 2.40106, -5.66859)
H (9.01382, 2.99468, -7.76625)
H (8.81665, 4.00111, -6.41863)
H (6.79735, 4.46593, -7.00152)
H (5.40665, 3.52543, -7.52094)
H (6.85078, 3.53460, -8.54204)
C (10.06012, -2.90371, 6.04055)
N (9.32185, -2.64127, 4.71448)
C (9.63399, -1.24623, 4.09658)
C (9.61553, -3.59709, 3.59350)
C (7.83359, -2.70155, 5.07278)
C (6.78530, -2.35786, 4.00815)
O (6.59410, -0.98723, 4.13204)
H (9.78388, -3.86304, 6.47813)
H (9.83247, -2.13945, 6.78364)
H (11.14294, -2.81533, 5.95230)
H (9.12213, -1.05955, 3.15252)
H (10.70237, -1.35270, 3.90861)
H (9.45200, -0.45152, 4.82005)
H (9.38625, -4.57241, 4.02277)
H (10.68268, -3.54614, 3.37742)
H (9.08221, -3.37732, 2.66864)
H (7.74603, -2.12890, 5.99610)
H (7.70748, -3.72028, 5.43936)
H (5.97044, -3.03154, 4.27321)
H (7.21105, -2.46896, 3.01090)
H (5.82870, -0.97669, 4.71140)
C (-16.86507, -2.90889, -2.87411)
C (-16.73682, -4.37794, -3.13814)
N (-15.93936, -4.99382, -2.06657)
C (-14.54495, -4.81059, -1.95043)
C (-14.20059, -5.62999, -0.80782)
N (-15.36383, -6.25980, -0.26917)
C (-16.40251, -5.75614, -1.03948)
C (-15.44965, -7.10725, 0.91711)
H (-17.31092, -2.51950, -1.95886)
H (-17.49928, -2.45424, -3.63513)
H (-15.88994, -2.43652, -2.99277)
H (-16.31551, -4.73847, -4.07655)
H (-17.74481, -4.78064, -3.03868)
H (-13.98995, -4.34448, -2.75112)
H (-13.21095, -5.87018, -0.44818)
H (-17.44088, -6.04104, -0.95567)
H (-15.84917, -6.49486, 1.72549)
H (-14.56573, -7.72029, 1.09309)
H (-16.31640, -7.74290, 0.73601)
P (-2.76127, 4.99724, -6.58746)
F (-1.74073, 6.24919, -6.57722)
F (-2.62907, 4.96837, -8.24818)
F (-1.54421, 4.05797, -6.68197)
F (-3.78607, 3.74826, -6.60522)
F (-2.91084, 4.89512, -4.96784)
F (-4.12918, 5.96424, -6.70049)
P (-0.69232, -0.95229, 7.28071)
F (-1.90549, -0.03312, 6.63981)
F (-1.77136, -2.20375, 7.31304)
F (-0.16656, -1.55956, 5.83747)
F (0.38911, -1.86425, 8.07467)
F (0.57315, 0.10844, 7.08884)
F (-1.08621, -0.39864, 8.73326)
P (4.37540, -5.75210, -1.97167)
F (5.75359, -4.95735, -2.24082)
F (3.71798, -4.59731, -0.96959)
F (3.50992, -4.95000, -3.16088)
F (3.24803, -6.76410, -1.58391)
F (4.83254, -7.00416, -2.99702)
F (5.22536, -6.23158, -0.69061)
P (-9.90727, 6.10128, 0.76839)
F (-9.29718, 7.50568, 1.26337)
F (-8.84516, 6.19860, -0.45064)
F (-8.71957, 5.33678, 1.61281)
F (-10.64990, 4.65335, 0.20963)
F (-10.80982, 6.18487, 2.15984)
F (-11.04764, 6.94214, -0.12812)
P (-6.39378, -12.26011, 1.35987)
F (-7.56511, -12.99176, 2.23698)
F (-6.13220, -11.28074, 2.63820)
F (-5.34008, -13.34166, 2.01089)
F (-5.10758, -11.60454, 0.44884)
F (-6.79329, -13.27616, 0.15142)
F (-7.47581, -11.19286, 0.78885)
P (-9.59125, -5.86413, -7.83878)
F (-7.95811, -5.81802, -8.10283)
F (-9.50720, -4.48237, -6.99657)
F (-10.05803, -5.10750, -9.21835)
F (-11.19708, -6.01341, -7.42943)
F (-9.62005, -7.36124, -8.59039)
F (-9.11632, -6.65287, -6.56502)



Entry 3:
Formula: C39H57N6SSi2Tm
Source: the Open Molecules 2025 dataset
Level of theory: the ωB97M-V functional and the def2-TZVPD basis

As for the HOMO energy (spin up / spin down): -5.7 / -5.7 eV. The net charge is 0. Its spin multiplicity is 3. As for the total energy: -106431.0732 eV.

CARTESIAN COORDINATES (ANGSTROEM)
Tm (-0.86204, 0.14839, 0.07641)
C (0.78739, -3.80357, -2.48096)
C (0.15741, -3.54146, -1.14083)
C (0.71097, -2.16830, -0.69043)
C (-1.34121, -3.80551, -1.11762)
C (-1.67436, -5.10959, -1.50111)
C (-2.95915, -5.56754, -1.43671)
C (-3.91309, -4.70554, -0.91919)
C (-3.65050, -3.45825, -0.34737)
C (-4.82118, -2.81187, 0.46572)
C (-4.38230, -1.96302, 1.68080)
C (-5.76155, -1.96370, -0.44566)
C (-2.35239, -2.92732, -0.69179)
N (-2.25066, -1.50356, -0.61979)
C (-2.89543, -0.64152, -1.44620)
C (-3.15634, 0.71921, -1.08211)
C (-3.97566, 1.64656, -1.78567)
C (-4.21556, 2.72599, -0.96029)
C (-3.53502, 2.41854, 0.30927)
N (-2.75301, 1.26479, 0.13421)
C (-3.55081, 3.26669, 1.55665)
C (-2.38630, 4.21083, 1.62080)
C (-4.80253, 4.13314, 1.55877)
C (-3.60927, 2.25213, 2.73480)
H (0.42118, -4.57780, -3.15407)
H (1.83555, -4.14897, -2.36014)
H (0.87627, -2.88021, -3.03875)
H (0.46660, -4.33344, -0.39053)
H (0.60541, -1.31585, -1.36689)
H (1.79600, -2.16827, -0.46763)
H (0.20019, -1.87837, 0.27014)
H (-0.94185, -5.78418, -1.90369)
H (-3.28329, -6.57264, -1.85656)
H (-4.93956, -5.04724, -0.86507)
H (-5.38979, -3.67854, 0.82537)
H (-3.33456, -1.62781, 1.61252)
H (-4.48411, -2.52823, 2.70923)
H (-5.04262, -1.06386, 1.72496)
H (-6.75241, -1.80629, -0.01122)
H (-6.09154, -2.44437, -1.44575)
H (-5.34195, -0.97612, -0.65495)
H (-3.13612, -0.90742, -2.47647)
H (-4.37459, 1.49692, -2.79587)
H (-4.91287, 3.57537, -1.12219)
H (-2.53604, 4.91654, 0.84297)
H (-1.41315, 3.77970, 1.38914)
H (-2.29013, 4.87025, 2.53622)
H (-4.70494, 4.81167, 0.70295)
H (-4.89682, 4.85577, 2.40789)
H (-5.75562, 3.58164, 1.50011)
H (-2.91607, 1.43627, 2.58242)
H (-4.63899, 1.90310, 2.72239)
H (-3.52642, 2.81519, 3.67464)
C (2.26873, -1.34065, 3.36061)
Si (0.85564, -0.14293, 3.11650)
C (0.82742, 1.11955, 4.56747)
C (-0.83876, -1.03259, 3.09684)
N (0.95109, 0.50325, 1.44623)
C (1.78067, 1.47374, 0.97536)
C (2.78771, 2.14757, 1.79488)
C (3.30232, 3.37716, 1.39116)
C (2.97990, 3.89003, 0.14654)
C (2.15743, 3.25532, -0.73755)
C (1.50848, 2.01991, -0.38562)
N (0.59242, 1.37385, -1.16822)
Si (0.57494, 1.51233, -2.93769)
C (-0.70115, 0.24321, -3.73359)
C (0.00504, 3.19002, -3.47440)
C (2.41140, 1.19257, -3.56687)
H (2.07897, -1.99783, 4.26619)
H (3.13747, -0.68866, 3.39504)
H (2.52866, -1.94113, 2.49611)
H (1.64021, 1.94374, 4.37337)
H (1.24333, 0.59852, 5.46844)
H (-0.11011, 1.54163, 4.87113)
H (-1.34262, -0.71971, 4.05197)
H (-0.72362, -2.14193, 3.08328)
H (-1.56194, -0.70352, 2.34979)
H (2.97393, 1.75154, 2.74513)
H (3.85637, 4.05413, 2.07639)
H (3.44677, 4.82098, -0.20449)
H (2.02302, 3.70204, -1.72712)
H (-0.75870, -0.72281, -3.22094)
H (-0.33646, 0.11706, -4.75443)
H (-1.65445, 0.77485, -3.81015)
H (0.82009, 3.94389, -3.55759)
H (-0.77267, 3.54584, -2.71442)
H (-0.43265, 3.20112, -4.50817)
H (2.56542, 1.60252, -4.56618)
H (2.43309, 0.13561, -3.66804)
H (3.19012, 1.60475, -2.88456)
N (8.84388, 0.91537, 0.60492)
C (7.97760, 0.73841, -0.44209)
S (7.88099, 1.81704, -1.70439)
C (7.14616, -0.45981, -0.34771)
C (6.46615, -0.89828, -1.44901)
C (5.61012, -1.97955, -1.31537)
N (5.32066, -2.56066, -0.19361)
C (6.07979, -2.20775, 0.83009)
C (6.96483, -1.15777, 0.86276)
H (9.53263, 1.66310, 0.54069)
H (9.12160, 0.11090, 1.16318)
H (6.54707, -0.27730, -2.33802)
H (5.13511, -2.34837, -2.18441)
H (5.92233, -2.80517, 1.70623)
H (7.43849, -0.87347, 1.75141)